DFT (ωB97M-V/def2-TZVPD) results for a single C5H6N2 molecule.

The energy relative to the best compared isomer or geometry (same formula, charge and spin) comes out at 56.5 kcal per mole. The value obtained for the strongest force on any atom is 0.75 eV/A. The HOMO-LUMO gap is 10.790 eV. The LUMO energy comes out at 0.84 eV. Its HOMO energy is -9.946 eV.

```
13
Properties=species:S:1:pos:R:3:forces:R:3
H -0.91642 1.33072 -1.10102 -0.0724 -0.2386 0.1727
H 1.77403 0.71954 1.60327 -0.1014 -0.0314 -0.1087
C 1.05451 0.50145 -0.46899 0.2264 0.2085 -0.2051
N 0.82438 -0.73044 0.35198 0.0175 -0.2294 0.0717
N -2.26164 -1.16649 1.73023 0.2737 0.3643 -0.5935
H -0.66257 -1.70673 -0.83131 0.1330 0.0245 0.1052
C -1.57101 -0.92231 0.83900 -0.2250 -0.1082 0.2940
H 2.00472 0.66795 -0.96828 -0.1753 0.0124 0.0709
C -0.30222 0.42806 -1.14448 -0.1232 0.0062 -0.0228
C -0.55411 -0.80883 -0.21991 -0.1649 -0.2077 -0.0506
H -0.02696 1.01329 1.40062 0.1785 -0.0544 -0.0517
C 0.89009 0.59131 0.98786 0.0301 0.1372 0.1847
H -0.25281 0.08248 -2.17896 0.0029 0.1166 0.1332
```
Positions in Å, forces in eV/Å.

Atom charges from the Mulliken analysis, given in e for atoms 1 to 4: H 0.270; H 0.244; C -0.066; N -0.491

---

DFT (ωB97M-V/def2-TZVPD) results for C5H6N2 as an isolated structure.

The energy relative to the best compared isomer or geometry (same formula, charge and spin) comes out at 115.2 kcal per mole. The value obtained for the strongest force on any atom is 0.23 eV/A. The HOMO-LUMO gap is 8.936 eV. The LUMO energy comes out at 0.17 eV. Its HOMO energy is -8.765 eV.

```
13
Properties=species:S:1:pos:R:3:forces:R:3
C 0.84912 -0.52016 -1.17971 0.1281 -0.0341 -0.1024
N 0.46381 0.12784 0.06839 -0.1873 -0.0625 0.1188
H 0.96313 2.20257 0.41347 -0.1050 -0.1060 0.0496
C 0.33410 1.35929 0.65540 -0.0045 0.0120 0.0434
C -0.19413 -1.66248 -1.14837 -0.0291 0.1635 -0.1211
H 1.88523 -0.86735 -1.14621 -0.1391 0.0374 -0.0105
H 0.71555 0.15242 -2.03273 -0.0188 -0.1081 0.0771
C -0.68127 1.19188 1.56955 0.0287 0.1725 0.0462
N -1.22598 -0.07533 1.51328 0.1169 -0.0508 -0.1486
H -1.13776 -1.27036 -1.55931 0.1203 -0.0249 0.0957
H -0.43262 -1.79918 0.22280 -0.0154 -0.0359 0.0632
H -1.04034 1.91310 2.29172 0.0644 -0.1067 -0.1193
C -0.48953 -0.65772 0.61085 0.0408 0.1435 0.0080
```
Positions in Å, forces in eV/Å.

Atom charges from the Mulliken analysis, given in e for atoms 1 to 4: C -0.364; N 0.162; H 0.395; C -0.244

---

DFT (ωB97M-V/def2-TZVPD) results for a single C5H6N2 molecule.

The energy relative to the best compared isomer or geometry (same formula, charge and spin) comes out at 145.7 kcal per mole. The value obtained for the strongest force on any atom is 1.62 eV/A. The HOMO-LUMO gap (alpha / beta) is 7.575 / 7.508 eV. The LUMO energy (alpha / beta) comes out at -1.23 / -1.26 eV. Its HOMO energy (alpha / beta) is -8.804 / -8.768 eV.

```
13
Properties=species:S:1:pos:R:3:forces:R:3
H -0.90681 -1.93019 0.46757 -0.0180 0.2273 -0.0307
N 2.02582 2.03626 0.69673 -0.2480 -0.8534 -0.2938
H -0.05328 -0.37266 -1.95999 0.0416 -0.2527 0.0951
C -0.88318 0.29874 0.84932 -0.1194 0.0169 0.1991
H -1.72863 0.97483 0.99571 0.0139 -0.2429 0.0479
C 0.07246 -0.43665 -0.87792 -0.0040 -0.1544 -0.2429
H 2.17687 -0.35608 -1.15844 -0.1505 0.2295 0.1970
H -0.37894 0.11332 1.80248 0.0426 0.1196 -0.2614
C 1.31381 1.19532 0.27209 0.6582 1.2733 0.7445
C 1.46592 -0.47509 -0.31733 -0.1284 -0.4560 -0.3084
N 0.00503 0.89284 -0.21235 -0.2328 0.2055 -0.2171
C -1.07665 -0.96418 -0.01297 -0.0596 -0.1163 0.0030
H -2.03243 -0.97646 -0.54488 0.2043 0.0035 0.0677
```
Positions in Å, forces in eV/Å.

Atom charges from the Mulliken analysis, given in e for atoms 1 to 4: H 0.281; N -0.506; H 0.303; C -0.426

---

DFT (ωB97M-V/def2-TZVPD) results for a 2-piece molecular cluster, C5H6N2 overall.

The energy relative to the best compared isomer or geometry (same formula, charge and spin) comes out at 25.6 kcal per mole. The value obtained for the strongest force on any atom is 3.22 eV/A. The HOMO-LUMO gap is 9.551 eV. The LUMO energy comes out at 1.15 eV. Its HOMO energy is -8.401 eV.

```
13
Properties=species:S:1:pos:R:3:forces:R:3
H -1.01809 1.53825 1.30609 -1.2770 2.0995 1.6065
H 0.29619 -1.23687 -1.76985 -0.7889 0.6518 0.6982
N 3.23393 0.92635 -0.30982 0.7239 1.2038 1.0023
H -1.12431 1.06323 -1.23145 0.1525 -0.2103 0.6710
C 0.54244 0.12643 1.24790 1.3335 0.6076 1.7051
H 1.84334 -1.31385 0.56183 -0.6108 -0.4150 -1.4277
H -1.93492 -0.29738 -0.48983 0.5099 0.6498 0.6363
C 0.09480 -0.67248 -0.83338 1.9460 -1.5075 0.5273
C -0.97992 0.29457 -0.43286 -0.5016 -0.8377 -3.0637
H 1.17630 0.27144 2.13449 -0.7014 0.1066 -0.2625
N 2.82920 0.22061 -1.02116 0.2942 -0.6125 -1.5347
C -0.51163 0.79022 0.84592 -1.0166 -0.2745 -0.2161
C 0.94110 -0.76993 0.23531 -0.0637 -1.4615 -0.3419
```
Positions in Å, forces in eV/Å.

Atom charges from the Mulliken analysis, given in e for atoms 1 to 4: H 0.527; H 0.346; N -0.106; H 0.254

---

DFT (ωB97M-V/def2-TZVPD) results for a single C5H6N2 molecule.

The energy relative to the best compared isomer or geometry (same formula, charge and spin) comes out at 126.3 kcal per mole. The value obtained for the strongest force on any atom is 5.95 eV/A. The HOMO-LUMO gap (alpha / beta) is 7.307 / 7.448 eV. The LUMO energy (alpha / beta) comes out at 0.27 / 0.24 eV. Its HOMO energy (alpha / beta) is -7.039 / -7.210 eV.

```
13
Properties=species:S:1:pos:R:3:forces:R:3
N 1.15310 1.65793 0.15612 2.2681 -0.0020 -0.0599
C -0.04447 2.08481 0.04200 -5.2782 2.7431 -0.0451
H 2.81575 -1.21116 0.33267 -0.6761 0.4144 -0.1212
H -0.38700 3.13968 -0.01818 1.2890 -0.5766 0.3229
H -2.01468 1.83472 -0.34995 -0.0279 0.2691 0.1005
H -1.77651 -1.98515 -0.43653 0.0781 0.3363 0.8109
N -1.16522 1.33016 -0.14049 0.9819 -0.1724 0.1591
C 1.62230 0.55005 -0.04572 1.0958 -1.7078 -0.1161
C 2.29086 -0.53423 -0.35714 0.7241 0.0391 -0.2631
H -1.96273 -1.02720 1.32784 0.2921 -0.6579 -2.0628
C -1.25073 0.03850 -0.35165 -0.4888 -1.8860 -0.3881
H 2.55076 -0.64648 -1.41868 -0.2350 -0.1102 0.4089
C -1.69231 -1.08542 0.19241 -0.0233 1.3109 1.2540
```
Positions in Å, forces in eV/Å.

Atom charges from the Mulliken analysis, given in e for atoms 1 to 4: N -0.448; C 0.073; H 0.262; H 0.296

---

DFT (ωB97M-V/def2-TZVPD) results for a single C5H6N2 molecule.

The energy relative to the best compared isomer or geometry (same formula, charge and spin) comes out at 95.5 kcal per mole. The value obtained for the strongest force on any atom is 0.52 eV/A. The HOMO-LUMO gap is 10.935 eV. The LUMO energy comes out at 1.12 eV. Its HOMO energy is -9.814 eV.

```
13
Properties=species:S:1:pos:R:3:forces:R:3
N -0.41341 1.12048 1.36476 0.2763 0.4266 -0.1052
C 0.76723 -0.24530 -0.49752 -0.0142 0.0405 -0.0466
C 0.49776 1.88682 0.97203 -0.3507 -0.1523 0.1391
H 1.49952 0.03303 1.58743 -0.1003 0.0762 -0.1101
C -1.73790 -0.82366 -0.66560 0.0527 -0.1867 -0.4030
H -2.64428 -0.33649 -0.32677 0.0998 -0.1008 -0.0620
H 0.67546 2.95021 0.85716 -0.0029 -0.1353 0.0100
H 1.71754 -0.75051 -0.71006 -0.1363 0.0634 0.0445
C 0.86833 0.49513 0.82696 0.2365 -0.2656 -0.0264
H 0.58770 0.46103 -1.31756 -0.0005 -0.0776 0.1254
H -0.17639 -2.17130 0.07294 -0.0370 0.1292 -0.0963
N -1.27060 -1.37431 -1.69244 -0.2697 0.2331 0.3174
C -0.37095 -1.24514 -0.47133 0.2463 -0.0507 0.2132
```
Positions in Å, forces in eV/Å.

Atom charges from the Mulliken analysis, given in e for atoms 1 to 4: N -0.456; C -0.765; C -0.246; H 0.386

---

DFT (ωB97M-V/def2-TZVPD) results for a single C5H6N2 molecule.

The energy relative to the best compared isomer or geometry (same formula, charge and spin) comes out at 181.7 kcal per mole. The value obtained for the strongest force on any atom is 3.13 eV/A. The HOMO-LUMO gap (alpha / beta) is 7.633 / 7.634 eV. The LUMO energy (alpha / beta) comes out at -0.64 / -0.64 eV. Its HOMO energy (alpha / beta) is -8.276 / -8.276 eV.

```
13
Properties=species:S:1:pos:R:3:forces:R:3
H -2.59093 0.23648 1.62688 -0.1935 1.3452 -0.7218
H 2.72705 -0.49717 -0.87065 0.4368 0.5722 1.2305
N -1.14307 -1.27021 -0.40137 0.9545 0.2119 -0.0073
N -1.52757 -0.05446 -0.12385 -0.1999 2.6120 -0.1170
C -1.00045 1.12971 0.12603 1.5222 -2.7057 -0.3615
C 0.23405 -1.18350 -0.38511 -1.4320 -0.4045 -0.3583
C 2.33368 0.23315 -0.10746 -1.2373 1.0882 -1.2640
H 0.72723 -2.03178 -0.81735 0.3062 -0.5037 0.0446
C 0.95117 -0.19852 0.15494 -0.9413 0.9813 0.7577
H 2.88273 0.49953 0.83571 -0.1495 -0.4123 -1.3604
C -2.42398 0.77793 0.64995 -0.6645 -1.8132 0.2187
H 2.11488 1.13723 -0.77378 0.8299 -0.6375 1.0408
H -3.28479 1.22161 0.08605 0.7682 -0.3341 0.8980
```
Positions in Å, forces in eV/Å.

Atom charges from the Mulliken analysis, given in e for atoms 1 to 4: H 0.245; H 0.325; N -0.864; N 0.489

---

DFT (ωB97M-V/def2-TZVPD) results for a single C5H6N2 molecule.

The energy relative to the best compared isomer or geometry (same formula, charge and spin) comes out at 58.8 kcal per mole. The value obtained for the strongest force on any atom is 1.25 eV/A. The HOMO-LUMO gap is 10.841 eV. The LUMO energy comes out at 0.94 eV. Its HOMO energy is -9.901 eV.

```
13
Properties=species:S:1:pos:R:3:forces:R:3
C 0.02565 -0.49508 -0.98563 0.0087 -0.2697 -0.2387
C -1.00576 0.61437 0.44405 -0.0265 0.1076 0.4265
C -0.93474 -0.89577 0.12492 0.0432 -0.0564 0.1022
H 1.84398 0.74498 -1.25594 -0.2191 -0.0311 -0.1578
N -0.26716 0.95880 -0.81988 0.1399 0.2705 0.1550
H -1.96778 1.11871 0.54655 0.0771 -0.2550 -0.2226
H -0.57380 -1.53621 0.93383 0.0466 -0.0433 -0.2061
H -0.36617 0.86701 1.30658 -0.7042 0.0746 -0.1124
N 2.25451 0.13308 1.73684 -0.6434 0.3411 -0.4875
C 1.63630 0.34461 0.78373 1.0316 -0.4700 0.5312
H -1.84007 -1.33060 -0.30953 0.0626 0.2769 0.1978
H 0.11532 -0.97101 -1.95867 -0.1149 0.1134 0.1131
C 1.07972 0.44711 -0.54685 0.2982 -0.0586 -0.1006
```
Positions in Å, forces in eV/Å.

Atom charges from the Mulliken analysis, given in e for atoms 1 to 4: C -0.171; C -0.451; C -0.550; H 0.393

---

DFT (ωB97M-V/def2-TZVPD) results for a single C5H6N2 molecule.

The energy relative to the best compared isomer or geometry (same formula, charge and spin) comes out at 140.1 kcal per mole. The value obtained for the strongest force on any atom is 9.63 eV/A. The HOMO-LUMO gap is 8.295 eV. The LUMO energy comes out at 0.14 eV. Its HOMO energy is -8.151 eV.

```
13
Properties=species:S:1:pos:R:3:forces:R:3
H 0.34679 -2.17883 0.05411 -1.6216 -8.1502 0.4616
H -1.66804 1.26027 0.55057 -3.7163 -3.2197 -0.8987
H 2.94694 -1.32221 0.26131 -2.8015 3.0126 -1.2711
C 0.23943 0.83811 -0.09051 0.7089 0.1734 -0.1254
N -1.65804 -0.85785 -0.29915 -1.4873 6.7393 3.5846
H -0.38772 1.69420 -0.16924 0.0820 0.4243 -0.2695
H 2.23544 1.74910 -0.02560 -0.6879 -1.8581 -0.7458
C 1.62544 0.79607 -0.19628 -0.2659 0.5242 2.0376
C 0.67951 -1.31085 -0.02166 6.3478 7.2244 0.5539
C -2.42343 0.24307 0.12415 1.8251 -3.1329 -2.7551
N -0.27193 -0.43512 0.11300 -2.7205 2.0323 -2.6174
H -3.60326 0.10729 -0.28578 3.4384 0.9319 1.6354
C 1.93887 -0.58325 -0.01492 0.8988 -4.7015 0.4100
```
Positions in Å, forces in eV/Å.

Atom charges from the Mulliken analysis, given in e for atoms 1 to 4: H 0.529; H 0.224; H 0.192; C -0.161